# CH6N2O

CH6N2O as an isolated structure at a distorted geometry (the ωB97M-V functional and the def2-TZVPD basis, the OMol25 dataset).

Results
* net charge: 0
* ΔE to the lowest compared entry with this formula, charge and spin: 513.3 kJ/mol
* lowest unoccupied orbital energy: 0.0346 Eh
* Kohn-Sham gap: 10.667 eV
* DFT total energy: -6157.176 eV

The geometry in XYZ format:
```
10
CH6N2O, DFT the ωB97M-V functional and the def2-TZVPD basis
C -1.27 0.38 0.50
N 0.19 0.59 -0.33
N 0.59 -0.58 0.25
O 2.09 -0.50 -0.68
H 2.71 -0.18 -0.01
H 0.08 0.47 -1.34
H 0.34 -1.41 -0.29
H -1.11 0.74 1.51
H -1.88 1.08 -0.07
H -1.74 -0.60 0.45
```